[1]
Below is a structure of composition C25H22Cl2F6IrNO7S2Si, with properties calculated with ωB97M-V/def2-TZVPD.

Geometry as XYZ:
```
67
C25H22Cl2F6IrNO7S2Si (ωB97M-V/def2-TZVPD)
Ir -0.28 -0.30 -2.21
Cl -4.99 0.46 -2.46
Cl -6.24 -4.73 -1.91
S 2.78 0.67 -3.10
S 1.17 2.86 -2.90
Si 0.11 0.02 1.40
F 5.39 1.27 -2.96
F -0.18 3.98 -4.91
F 1.96 4.07 -5.13
F 4.47 0.84 -1.07
F 4.91 -0.76 -2.44
F 0.92 2.21 -5.44
O -0.37 -2.48 -2.55
O 2.88 0.28 -4.46
O 1.99 -0.17 -2.22
O 0.09 1.92 -2.67
O -0.53 -0.29 0.02
O 1.11 4.09 -2.17
O -2.31 -0.52 -2.81
N 2.59 2.21 -2.84
C -1.03 0.36 4.07
C -0.49 2.75 0.94
C -1.36 -3.21 -2.35
C -2.54 -0.33 2.35
C 1.65 -0.99 1.85
C -5.46 -2.16 -2.18
C -4.52 -1.18 -2.37
C -1.25 0.03 2.74
C 1.27 2.39 2.72
C 3.49 -2.31 1.03
C -2.74 -2.84 -2.36
C 1.82 2.01 0.31
C 0.96 3.32 -4.71
C -2.07 0.36 4.98
C -3.12 -1.46 -2.52
C 0.74 2.00 1.36
C -3.58 -0.33 3.26
C -3.72 -3.83 -2.19
C 1.95 -1.41 3.14
C 3.78 -2.73 2.31
C 3.01 -2.28 3.37
C 2.44 -1.45 0.80
C -3.35 0.02 4.58
C -5.05 -3.50 -2.11
C 4.49 0.50 -2.36
H 0.47 2.51 3.44
H 3.22 -2.61 4.38
H -0.22 3.80 0.78
H -3.41 -4.86 -2.12
H 2.21 -1.13 -0.21
H -0.87 2.37 -0.01
H 2.01 3.04 0.00
H -1.27 2.70 1.69
H 1.78 3.35 2.63
H -2.71 -0.59 1.31
H 1.99 1.67 3.09
H 2.75 1.58 0.69
H 1.52 1.47 -0.58
H 4.59 -3.42 2.49
H -0.04 0.62 4.41
H -1.88 0.63 6.01
H -4.16 0.04 5.28
H -1.16 -4.27 -2.12
H -6.50 -1.91 -2.11
H 4.08 -2.66 0.19
H 1.35 -1.09 3.98
H -4.57 -0.61 2.93
```

E_HOMO (alpha / beta), eV: -8.07 / -7.86
Charge: 0
Gap between HOMO and LUMO (alpha / beta), hartree: 0.187 / 0.153
Maximum force, eV Å⁻¹: 5.80
Energy, eV: -115838.0703
LUMO (alpha / beta), eV: -2.99 / -3.70

Mulliken population analysis, charges in e, atoms 1 to 8: Ir 3.465; Cl -0.169; Cl -0.210; S 0.764; S 0.773; Si -0.161; F -0.200; F -0.200



[2]
Below is a structure of composition C23H37MnN9O3P2Si2, with properties calculated with ωB97M-V/def2-TZVPD.

Geometry as XYZ:
```
77
C23H37MnN9O3P2Si2 (ωB97M-V/def2-TZVPD)
Mn 0.30 0.56 0.49
P 2.09 0.79 1.84
P -1.07 -2.13 -2.58
Si -0.94 -1.13 1.71
Si -0.89 1.96 2.10
O 2.74 2.28 1.69
O 3.47 -0.01 1.42
O 2.30 0.69 3.46
N 3.01 -1.34 -2.04
N -1.91 1.93 -1.27
N 2.28 -1.31 -0.98
N 1.30 1.62 -2.57
N -2.02 2.54 -2.39
N 1.53 -0.18 -1.00
N -0.63 1.47 -1.13
N 2.79 -0.25 -2.80
N -0.84 2.53 -3.06
C -2.70 -1.27 -2.60
C 2.56 2.95 0.46
C -2.48 -1.25 4.22
C -0.94 -5.61 -4.79
C -3.08 -0.69 5.35
C -2.39 1.49 4.60
C -1.77 0.94 3.47
C 3.56 -1.39 1.73
C -2.37 3.06 1.54
C -1.53 -3.72 -3.39
C 1.87 0.42 -2.13
C -2.40 -2.03 0.86
C -0.31 -1.28 -4.03
C 1.29 0.23 4.34
C -0.64 -4.37 -4.24
C -2.73 -4.37 -3.08
C -3.03 0.69 5.54
C -0.03 1.87 -2.26
C -3.03 -5.61 -3.62
C -2.14 -6.24 -4.48
C 0.05 3.34 3.08
C -1.82 -0.45 3.28
C 0.03 -2.66 2.37
H -2.54 -0.25 -2.24
H -3.14 -1.25 -3.60
H -2.87 -2.73 1.56
H -0.54 -3.22 3.12
H -3.17 -1.32 0.54
H -2.37 2.57 4.76
H -3.97 -6.10 -3.37
H 0.23 -3.34 1.53
H -0.44 -0.20 -3.88
H -0.23 -6.08 -5.45
H -0.79 -1.55 -4.97
H -2.06 3.83 0.83
H 3.12 2.47 -0.35
H 0.30 -3.89 -4.48
H 0.31 4.14 2.38
H 0.76 -1.47 -4.09
H -0.60 3.78 3.84
H -2.52 -2.32 4.08
H 3.47 -1.54 2.81
H -3.44 -3.91 -2.40
H -2.37 -7.21 -4.91
H 1.50 2.98 0.18
H 2.92 3.97 0.59
H 0.99 3.02 3.55
H 2.81 -1.96 1.20
H -2.06 -2.60 -0.01
H -3.58 -1.32 6.07
H -2.79 3.55 2.42
H -3.14 2.46 1.06
H 1.00 -2.39 2.80
H 1.53 1.83 -3.53
H 0.70 1.06 4.74
H 1.80 -0.28 5.17
H 0.62 -0.47 3.87
H -3.50 1.13 6.41
H 4.55 -1.71 1.41
H -3.38 -1.75 -1.90
```

E_HOMO (alpha / beta), eV: -2.08 / -1.20
Charge: -2
Gap between HOMO and LUMO (alpha / beta), hartree: 0.236 / 0.204
Maximum force, eV Å⁻¹: 0.54
Multiplicity: 2
Energy, eV: -109659.7339
LUMO (alpha / beta), eV: 4.34 / 4.34

Mulliken population analysis, charges in e, atoms 1 to 8: Mn 0.154; P 0.523; P 0.905; Si 0.853; Si 1.356; O -0.378; O -0.399; O -0.458



[3]
Below is a cluster of 13 separate species, C39H72O39 in total, with properties calculated with ωB97M-V/def2-TZVPD.

Geometry as XYZ:
```
150
C39H72O39 (ωB97M-V/def2-TZVPD)
O 4.03 2.03 -4.55
O -6.05 -2.13 5.41
O 5.02 -2.83 3.19
O 4.23 5.40 -3.65
O 0.75 -5.72 -0.91
O -4.93 -3.53 -2.91
O 2.80 4.33 -2.45
O -5.76 -2.02 3.21
O 3.96 -1.20 4.31
O 1.52 -0.91 0.21
O 0.15 0.31 -3.29
O 6.64 -3.84 0.33
O -5.77 2.04 -2.88
O 1.66 3.13 3.66
O -3.29 3.45 0.28
O 2.84 3.36 5.44
O -6.67 1.36 -0.93
O -0.56 0.82 3.76
O -0.58 -0.87 0.42
O 4.64 1.64 -6.68
O -1.42 -1.28 3.66
O -3.25 -2.28 -2.10
O 4.61 -2.95 -0.07
O -3.47 5.05 1.86
O -4.25 -3.96 -0.92
O 4.92 0.06 -5.11
O 1.52 -0.94 -4.37
O 5.29 -0.65 2.61
O -7.65 -2.93 4.06
O 0.78 -0.86 3.55
O 3.90 3.12 3.47
O 4.90 -5.10 0.56
O -0.82 -6.46 -2.35
O -7.72 2.86 -2.07
O 0.49 1.09 -0.02
O -5.21 4.31 0.62
O -0.69 -4.36 -2.00
O 3.06 6.56 -2.12
O -0.63 -0.84 -5.08
C 4.07 3.40 6.15
C -3.61 -3.62 0.29
C 4.89 6.59 -4.03
C 4.03 1.30 -3.34
C 5.32 -3.88 0.22
C 4.60 0.55 2.97
C -4.07 -3.16 -1.98
C 3.57 -5.18 1.04
C -4.44 -1.87 3.74
C -6.59 -2.43 4.20
C 0.47 -0.10 0.15
C -6.12 5.23 1.17
C -1.87 -0.30 0.45
C 1.86 -1.82 -5.43
C 1.03 -2.24 3.26
C -0.49 -0.51 3.64
C -1.16 0.76 -2.97
C 4.71 -0.03 -3.71
C 7.24 -2.56 0.25
C 2.89 3.20 4.12
C 4.54 1.29 -5.56
C 4.12 0.23 4.38
C -6.65 2.09 -2.06
C -5.71 0.33 -0.84
C -4.91 -2.78 -4.12
C -0.17 -5.52 -1.65
C -3.94 4.35 1.00
C -1.86 3.41 0.39
C 4.80 -1.67 3.35
C -4.69 -1.70 5.25
C -7.91 3.68 -3.23
C -0.10 -3.20 -1.43
C -0.35 -7.80 -2.24
C 1.51 2.73 2.30
C 2.77 -0.32 -0.15
C 2.05 4.15 -1.26
C 3.33 5.53 -2.68
C 0.24 -0.56 -4.30
C -1.81 1.32 4.21
H 4.27 7.18 -4.71
H -2.64 1.02 3.57
H 3.59 -0.88 0.31
H -8.28 3.10 -4.07
H 0.86 -2.98 -1.92
H -0.97 -8.37 -1.55
H 3.77 0.69 2.29
H -0.37 -8.18 -3.26
H -4.62 -0.68 5.60
H 0.52 2.86 1.89
H 0.38 -2.56 2.45
H 1.04 -2.48 -5.69
H -2.34 -0.42 -0.53
H -4.04 -2.37 5.81
H -6.97 5.28 0.49
H 4.93 3.09 5.56
H 2.69 -2.45 -5.13
H 2.82 0.73 0.11
H -2.03 1.01 5.23
H -2.52 -0.76 1.20
H 8.24 -2.66 0.66
H 5.27 1.41 3.05
H 0.67 -7.85 -1.87
H -1.76 1.11 -3.81
H 3.28 -6.22 1.07
H 2.84 -4.74 0.35
H 1.19 3.52 -1.46
H 2.90 -0.42 -1.23
H 2.09 -2.38 3.07
H -5.76 -0.35 -1.70
H -4.68 0.70 -0.79
H 3.49 -4.68 2.01
H -3.12 -4.51 0.69
H 4.25 4.41 6.52
H -4.03 -0.95 3.34
H -8.68 4.38 -2.91
H -6.52 4.85 2.12
H -1.62 3.04 1.38
H 3.12 0.63 4.54
H -1.58 2.67 -0.36
H -4.34 -3.27 1.03
H -1.73 2.40 4.16
H -5.67 -3.22 -4.76
H -1.38 4.34 0.09
H 5.78 6.32 -4.60
H -3.98 -2.99 -4.66
H 4.78 0.52 5.19
H -3.78 -2.69 3.47
H 6.63 -1.82 0.75
H 2.23 3.27 1.68
H 2.21 -1.26 -6.30
H 1.74 5.12 -0.87
H -2.80 -2.89 0.19
H 4.05 -0.86 -3.44
H 4.62 1.85 -2.60
H -1.76 -0.02 -2.49
H -5.97 -0.27 0.03
H -5.70 6.22 1.33
H 7.36 -2.30 -0.81
H 0.81 -2.86 4.13
H -1.93 0.75 0.75
H 5.15 7.22 -3.19
H 3.04 1.13 -2.91
H 3.96 2.77 7.03
H -6.99 4.21 -3.48
H -1.06 1.60 -2.29
H 1.79 1.68 2.24
H 2.71 3.69 -0.53
H 5.68 -0.22 -3.24
H -5.09 -1.72 -3.97
H 0.08 -3.31 -0.36
H -0.73 -2.34 -1.62
```

E_HOMO, eV: -10.75
Charge: 0
Gap between HOMO and LUMO, hartree: 0.402
Maximum force, eV Å⁻¹: 1.61
Energy, eV: -121463.6104
LUMO, eV: 0.19

Mulliken population analysis, charges in e, atoms 1 to 8: O -0.348; O -0.375; O -0.543; O -0.277; O -0.555; O -0.440; O -0.187; O -0.324



[4]
Below is a cluster of 4 separate species, C26H27N5O7 in total, with properties calculated with ωB97M-V/def2-TZVPD.

Geometry as XYZ:
```
65
C26H27N5O7 (ωB97M-V/def2-TZVPD)
O -4.54 -1.47 0.87
O -2.49 5.50 2.19
O -2.40 -1.01 0.88
O -0.92 4.17 2.97
O 3.44 -5.49 -5.23
O -1.28 -2.82 -2.40
O 5.62 -5.50 -5.41
N 4.58 -5.50 -4.74
N -0.02 -3.86 -4.76
N 2.78 0.37 0.03
N -1.60 5.21 3.01
N -3.59 -0.69 1.01
C -0.06 6.82 6.03
C 2.62 0.89 -1.36
C 4.71 -5.52 -3.28
C 6.09 -5.55 -1.30
C 0.84 -1.65 -0.47
C -0.44 -1.83 -3.10
C -3.89 0.70 1.36
C 5.98 -5.51 -2.69
C 3.55 -5.55 -2.49
C 1.56 0.19 -2.38
C -1.34 6.16 4.09
C -5.22 1.10 1.56
C -2.68 -2.38 -2.29
C -0.81 7.99 6.12
C 0.59 -1.12 -2.04
C -5.50 2.42 1.91
C 0.53 -2.54 -4.26
C -0.32 5.90 5.02
C -4.46 3.33 2.07
C -3.14 2.94 1.87
C 4.95 -5.59 -0.51
C -2.10 7.34 4.18
C -2.84 1.62 1.51
C 1.95 -0.81 0.38
C -1.83 8.25 5.20
C 3.68 -5.59 -1.10
H -2.41 9.16 5.28
H -6.53 2.73 2.07
H 0.27 4.99 4.96
H 2.56 -5.55 -2.93
H -3.12 -1.92 -3.27
H 7.08 -5.54 -0.84
H -1.81 1.33 1.36
H 0.73 6.62 6.75
H 1.50 0.63 -3.48
H -2.74 -1.62 -1.38
H 0.75 -4.26 -5.38
H -0.01 -4.52 -3.92
H -0.60 8.71 6.91
H -2.33 3.66 1.99
H -1.12 -0.98 -3.60
H 2.12 -1.23 1.49
H 6.88 -5.48 -3.30
H 2.79 -5.62 -0.47
H -4.68 4.36 2.35
H 0.81 -1.78 -5.10
H -2.89 7.55 3.47
H 0.26 -2.60 -0.05
H 3.26 1.81 -1.77
H -6.04 0.39 1.44
H 5.04 -5.63 0.58
H 1.54 -2.80 -3.68
H -3.31 -3.35 -1.98
```

E_HOMO, eV: -8.56
Charge: 0
Gap between HOMO and LUMO, hartree: 0.270
Maximum force, eV Å⁻¹: 5.55
Energy, eV: -49165.2214
Structure (SMILES): O=[N+]([O-])c1ccccc1.O=[N+]([O-])c1ccccc1.O=[N+]([O-])c1ccccc1.CO[C@H](CN)c1ccncc1
LUMO, eV: -1.21

Mulliken population analysis, charges in e, atoms 1 to 8: O -0.580; O -0.617; O -0.506; O -0.599; O -0.583; O -0.343; O -0.581; N 0.964